(1)
A structure of composition C25H36N2OsP2 in a non-equilibrium geometry, computed with ωB97M-V/def2-TZVPD.

XYZ file:
```
66
Properties=species:S:1:pos:R:3:lowdin_charge:R:1
Os -0.3341 -0.5590 -0.1025 0.8147
C 3.0835 -0.7705 0.1060 -0.2237
P 1.6884 0.3485 -0.2773 0.7044
C 2.0404 1.7877 0.7825 -0.2215
C 2.0087 0.9438 -1.9482 -0.3667
C 3.2302 1.4685 -2.3571 -0.0625
C 3.3567 1.9845 -3.6363 -0.0385
C 2.2706 1.9867 -4.5001 -0.0370
C 1.0556 1.4529 -4.1012 -0.0611
C 0.9252 0.9165 -2.8242 -0.3557
P -0.6053 0.1365 -2.2198 0.7184
C -1.8908 1.4151 -2.3294 -0.2170
C -1.0286 -1.0363 -3.5478 -0.2095
H 4.0245 -0.2179 0.1301 0.0603
H 3.1724 -1.5360 -0.6667 0.0440
H 2.9453 -1.2262 1.0883 0.0543
H 2.9739 2.2717 0.4935 0.0593
H 2.1233 1.4755 1.8245 0.0521
H 1.2284 2.5082 0.6834 0.0553
H 4.0819 1.4895 -1.6878 0.1133
H 4.3029 2.3945 -3.9621 0.1222
H 2.3743 2.4019 -5.4934 0.1225
H 0.2214 1.4503 -4.7918 0.1130
H -2.1257 1.6324 -3.3733 0.0612
H -1.5375 2.3259 -1.8475 0.0560
H -2.8023 1.0814 -1.8323 0.0426
H -0.9045 -0.5718 -4.5259 0.0556
H -2.0652 -1.3573 -3.4621 0.0435
H -0.3766 -1.9074 -3.4864 0.0554
C -3.2940 -0.2443 1.6976 -0.0184
C -2.1560 0.5188 2.3271 -0.3910
C -2.6060 1.6258 3.2397 0.0009
C -0.8575 0.4842 1.7576 -0.2130
C -0.9438 -0.5783 3.0259 -0.2379
C -1.1785 -1.9493 2.8048 -0.0253
C -0.7447 -2.8806 3.7240 -0.0273
C -0.0678 -2.4584 4.8656 -0.0094
C 0.1749 -1.1087 5.0964 -0.0186
C -0.2680 -0.1694 4.1868 0.0117
H -4.0151 0.4933 1.3405 0.1099
H -3.8135 -0.8857 2.4082 0.1126
H -2.9825 -0.8415 0.8372 0.0496
H -3.1089 2.3635 2.6098 0.1123
H -1.7818 2.1257 3.7403 0.0884
H -3.3272 1.2782 3.9785 0.1104
H -0.2414 1.2912 2.1469 0.0612
H -1.7180 -2.2811 1.9265 0.1034
H -0.9392 -3.9325 3.5671 0.1225
H 0.2667 -3.1915 5.5879 0.1272
H 0.6957 -0.7937 5.9897 0.1260
H -0.0893 0.8813 4.3671 0.1294
C 1.6970 -5.6339 -0.8262 0.0061
C 0.6410 -4.5883 -0.8799 -0.2632
C -0.6995 -4.6609 -1.1976 0.0475
C -1.1958 -3.3561 -1.1134 -0.3313
N -0.2094 -2.5198 -0.7635 -0.1533
N 0.8927 -3.2933 -0.6111 0.0684
C -2.5988 -2.8888 -1.2996 -0.0268
H 1.2413 -6.6205 -0.8377 0.0952
H 2.3007 -5.5455 0.0768 0.0917
H 2.3575 -5.5589 -1.6909 0.0979
H -1.2494 -5.5493 -1.4562 0.1321
H 1.7711 -2.8615 -0.3809 0.1183
H -3.0026 -3.2392 -2.2489 0.0995
H -2.6614 -1.7975 -1.2837 0.0412
H -3.2440 -3.2770 -0.5099 0.0971
```

The value obtained for the energy above the lowest of the compared OMol25 structures with the same formula, charge and spin is 0.392 eV. As for the net charge: +2. The value obtained for the LUMO energy (spin up / spin down) is -6.505 / -6.505 eV. As for the frontier orbital gap (spin up / spin down): 6.82 / 6.82 eV. The calculation puts the electronic energy at -50520.233 eV. As for the spin multiplicity: 1.

=====

(2)
A structure of composition C22H54Br3CuNO14P3 in a non-equilibrium geometry, computed with ωB97M-V/def2-TZVPD.

XYZ file:
```
98
Properties=species:S:1:pos:R:3:lowdin_charge:R:1
Cu -0.5495 3.4407 -0.5134 0.6363
O -0.8765 0.0562 1.6558 -0.5026
H -0.5286 -0.7180 2.1396 -0.1313
C -0.7090 1.9891 7.9175 -0.2936
O -1.4871 1.2419 8.5750 -0.0351
N 0.0354 3.0248 8.4293 -0.1762
C 0.8560 3.8522 7.4932 -0.0553
C 0.1383 3.3487 9.8625 -0.0549
H -0.4621 1.8108 6.8595 0.1291
H 1.8957 3.8946 7.8178 0.0780
H 0.5483 4.8955 7.5627 0.0777
H 0.8183 3.5694 6.4412 0.0817
H -0.1986 4.3112 10.2473 0.0850
H -0.3100 2.5734 10.4839 0.0824
H 1.1590 3.1912 10.2112 0.0811
C -4.4475 -4.2011 3.3534 -1.4709
Br -2.7510 -4.5324 4.3832 0.4846
Br -6.0403 -4.1499 4.5486 0.5174
Br -4.4830 -5.5675 1.8973 0.4965
H -4.2534 -3.2183 2.9239 -0.0286
C 0.5367 3.3412 -6.7378 -0.0837
C 1.1609 2.0892 -7.2945 -0.3054
O 1.2787 1.0257 -6.4250 -0.1677
P 0.0152 0.1872 -5.8800 0.5289
O -0.9145 0.9239 -5.0017 -0.2471
O -0.6638 -0.3687 -7.2747 -0.2059
C -1.8638 -1.1252 -7.2270 -0.2939
C -2.5918 -1.3501 -8.5257 -0.0678
O 0.7856 -1.1594 -5.2581 -0.1965
C 0.2180 -1.8290 -4.1237 -0.2681
C 0.3357 -3.3750 -4.2288 -0.0667
H 0.5130 4.0946 -7.5252 0.0787
H -0.4230 3.2621 -6.2272 0.0684
H 1.1284 3.8498 -5.9767 0.0730
H 0.5396 1.7242 -8.1124 0.1124
H 2.1502 2.3461 -7.6730 0.1257
H -1.4437 -2.0851 -6.9265 0.1137
H -2.5022 -0.6035 -6.5140 0.1171
H -1.9392 -1.9117 -9.1942 0.0788
H -3.5011 -1.9404 -8.4126 0.0826
H -2.8295 -0.3778 -8.9573 0.0799
H 0.8487 -1.5109 -3.2935 0.1185
H -0.8358 -1.5922 -3.9772 0.1101
H 1.3516 -3.7499 -4.3529 0.0750
H -0.2200 -3.7288 -3.3604 0.0782
H -0.2022 -3.7784 -5.0868 0.0611
C -7.6988 1.9956 -0.8817 -0.0734
C -6.6566 3.0141 -0.5234 -0.3125
O -7.3308 4.1863 -0.1661 -0.2143
P -6.4986 5.3792 0.6234 0.5318
O -5.0520 5.4579 0.2641 -0.2656
O -7.3969 6.7426 0.3995 -0.1787
C -7.5291 7.5417 -0.7444 -0.2915
C -7.4549 6.7374 -1.9883 -0.0935
O -6.8638 4.9970 2.1414 -0.1970
C -6.1206 4.2047 3.0310 -0.2675
C -6.7108 4.3990 4.4338 -0.0622
H -7.2064 1.0806 -1.2111 0.0800
H -8.2043 1.7478 0.0516 0.0816
H -8.4077 2.2709 -1.6626 0.0806
H -6.2096 2.6264 0.3920 0.1113
H -5.9680 3.2470 -1.3356 0.1217
H -8.4843 8.0095 -0.5056 0.1236
H -6.8676 8.4053 -0.8130 0.1200
H -8.2652 6.0202 -2.1192 0.0851
H -7.5392 7.3356 -2.8956 0.0798
H -6.4721 6.2809 -2.1063 0.0776
H -6.2298 3.1464 2.7943 0.1142
H -5.1031 4.5604 2.8690 0.1176
H -7.7009 3.9536 4.5305 0.0789
H -6.0096 4.0202 5.1774 0.0770
H -6.8156 5.4471 4.7143 0.0750
C 10.9462 -4.9943 2.6602 -0.0514
C 9.4930 -5.5764 2.6608 -0.2734
O 8.8057 -5.1672 1.4814 -0.2180
P 7.1731 -5.3673 1.4528 0.5197
O 6.5070 -5.2171 2.7965 -0.2555
O 6.6953 -4.1970 0.3990 -0.2127
C 6.6844 -2.7539 0.7383 -0.1930
C 8.0303 -2.2110 1.3087 -0.0897
O 6.8956 -6.7367 0.6687 -0.1520
C 7.4805 -7.0360 -0.5229 -0.3460
C 6.8065 -8.2653 -1.1088 -0.0588
H 11.0397 -4.0267 2.1671 0.0671
H 11.2163 -4.9570 3.7155 0.0737
H 11.5557 -5.6468 2.0351 0.0682
H 9.5302 -6.6658 2.6640 0.1129
H 8.9197 -5.3543 3.5608 0.1040
H 6.5549 -2.2565 -0.2229 0.1077
H 5.8209 -2.4817 1.3452 0.1159
H 8.2983 -2.4492 2.3380 0.0678
H 8.9299 -2.3764 0.7158 0.0725
H 8.0060 -1.1290 1.4384 0.0683
H 7.4469 -6.2439 -1.2710 0.1184
H 8.5635 -7.1227 -0.4351 0.1165
H 7.5014 -8.6236 -1.8682 0.0757
H 6.7903 -9.1034 -0.4121 0.0790
H 5.8183 -8.0187 -1.4971 0.0832
```

As for the net charge: 0. The value obtained for the LUMO energy is -3.084 eV. As for the frontier orbital gap: 3.66 eV. The calculation puts the electronic energy at -336477.451 eV. As for the spin multiplicity: 1.